Computed, not measured: the molecule C4H7BO3 in a non-equilibrium geometry, with the ωB97M-V functional and the def2-TZVPD basis.

Summary:
E_HOMO in eV: -8.616
Maximum force in eV Å⁻¹: 5.20
ΔE to the lowest compared entry with this formula, charge and spin in kJ/mol: 225.1
Structure (SMILES): C#COB(OC)OC
Frontier orbital gap in Ha: 0.3356
Calculated total energy in hartree: -407.1537

Each line ends with the natural charge from an NBO analysis.
Element x y z (Å)
H1 -2.7369 -1.7893 0.3326  0.187
O1 -1.1562 -0.7309 0.2613  -0.745
C1 2.5814 -0.4987 -0.0104  0.332
H2 -1.1812 2.2914 0.8891  0.183
O2 0.2839 1.0927 0.0926  -0.715
H3 -0.1823 2.9900 -0.4380  0.197
C2 -1.7606 -2.0323 0.1286  -0.214
O3 1.4723 -1.1610 0.1379  -0.698
B1 0.0628 -0.1831 0.2233  1.342
H4 -1.4092 -2.8147 0.7105  0.193
C3 3.4650 0.3074 -0.1451  -0.442
H5 4.2648 0.9845 -0.4189  0.237
H6 -1.6769 -2.1701 -0.9418  0.189
C4 -0.6283 2.1276 -0.0683  -0.226
H7 -1.3987 1.5864 -0.7533  0.180

Computed, not measured: the molecule C4H8O in a non-equilibrium geometry, with the ωB97M-V functional and the def2-TZVPD basis.

Summary:
E_HOMO in eV: -8.953
Maximum force in eV Å⁻¹: 4.29
ΔE to the lowest compared entry with this formula, charge and spin in kJ/mol: 149.2
Structure (SMILES): C/C=C/CO
Frontier orbital gap in Ha: 0.3643
Calculated total energy in hartree: -232.3888

Each line ends with the natural charge from an NBO analysis.
Element x y z (Å)
H1 2.0644 -1.2718 -0.7647  0.474
H2 -2.4533 -0.4003 1.0692  0.218
H3 -0.0039 1.6151 -0.0803  0.186
H4 -2.1885 0.8775 -0.2106  0.213
C1 -2.0670 -0.1710 0.0946  -0.641
C2 1.7074 0.4394 0.0875  -0.092
H5 -0.2690 -1.5561 -0.0038  0.213
H6 2.0557 1.0074 1.0001  0.182
C3 0.2682 0.5489 -0.1046  -0.227
H7 -2.7418 -0.8137 -0.5709  0.206
C4 -0.6194 -0.4756 -0.0121  -0.188
H8 2.2273 1.0622 -0.6476  0.161
O1 2.0199 -0.8623 0.1431  -0.706

Computed, not measured: a structure of composition C5H10O, with the ωB97M-V functional and the def2-TZVPD basis.

Summary:
E_HOMO in eV: -7.809
Maximum force in eV Å⁻¹: 0.44
ΔE to the lowest compared entry with this formula, charge and spin in kJ/mol: 593.3
Frontier orbital gap in Ha: 0.3306
Calculated total energy in hartree: -271.5267

Each line ends with the natural charge from an NBO analysis.
Element x y z (Å)
H1 -1.8986 0.4629 2.2047  0.175
C1 -1.0278 0.8716 0.1849  -0.211
C2 0.3623 -0.9566 -1.8084  -0.610
H2 1.1721 -0.5507 1.5415  0.180
H3 -0.0080 -1.9802 -1.6780  0.200
O1 -0.0024 1.0931 1.4680  -0.498
H4 -1.6741 2.2334 1.7994  0.198
H5 2.0162 -1.1893 -0.4436  0.212
C3 1.1624 -0.5098 -0.5922  -0.446
C4 0.4323 -0.4694 0.7352  -0.064
H6 -0.3381 -1.2268 0.8660  0.214
H7 1.6081 0.4793 -0.7583  0.218
H8 -0.4994 -0.3048 -1.9662  0.228
H9 -0.8779 1.7889 -0.4058  0.154
C5 -1.4182 1.2013 1.5580  -0.160
H10 0.9912 -0.9430 -2.7053  0.208

no.,molar mass (g/mol)
1,113.91
2,72.11
3,86.13